# 1
10 unconnected molecules or ions with the total composition C40H108N8O11 in a non-equilibrium geometry, computed with the ωB97M-V functional and the def2-TZVPD basis.

The value obtained for the HOMO-LUMO gap is 8.9340 eV. The structure (SMILES) is COC[C@H](C)N.COC[C@H](C)N.COC[C@H](C)N.COC[C@H](C)N.COC[C@H](C)N.COC[C@H](C)N.COC[C@H](C)N.COCCNCCOC.CC(C)O.CC(C)O. The value obtained for the HOMO energy is -8.6021 eV. The calculation puts the LUMO energy at 0.332 eV. The value obtained for the largest force on an atom is 4.332 eV/A. As for the total charge: 0. As for the energy above the lowest of the compared OMol25 structures with the same formula, charge and spin: 673.3 kJ/mol.

Cartesian coordinates (Å):
C  -10.68451  3.79397  4.67386
O  -9.54677  4.67325  4.64244
C  -8.37746  4.13970  3.99932
C  -7.68651  5.01300  2.95341
C  -6.70624  4.33238  1.94793
N  -7.11525  6.34390  3.40239
H  -10.89633  3.57283  3.62776
H  -11.56787  4.36006  4.96936
H  -10.54749  2.94056  5.33796
H  -7.64947  3.66003  4.65357
H  -8.59616  3.17453  3.54246
H  -8.52874  5.38970  2.37303
H  -7.14678  3.92157  1.03949
H  -6.13254  3.55524  2.45294
H  -5.87919  4.96220  1.62020
H  -7.57106  6.55474  4.27868
H  -6.16642  6.18591  3.71037
C  -3.59813  -7.95217  5.81180
O  -4.34858  -6.85412  5.29239
C  -4.43925  -5.71242  6.14481
C  -5.20186  -4.60832  5.36252
C  -4.38620  -3.93220  4.24247
N  -5.65459  -3.59594  6.28469
H  -3.65506  -8.85929  5.21013
H  -3.99086  -8.21898  6.79295
H  -2.52869  -7.74634  5.76679
H  -5.01569  -5.98196  7.02978
H  -3.45689  -5.28974  6.35553
H  -6.09144  -4.93589  4.82453
H  -3.71075  -3.12849  4.53559
H  -4.98895  -3.55935  3.41437
H  -3.68071  -4.67766  3.87549
H  -5.51524  -2.75762  5.73890
H  -4.95601  -3.51560  7.00971
C  11.13506  1.60016  -3.10392
O  10.74658  2.29807  -1.88645
C  9.87307  3.39413  -1.88613
C  9.06172  3.21406  -0.67625
C  8.08421  2.19720  -0.73582
N  8.55970  4.45501  -0.13055
H  10.29246  1.08110  -3.56075
H  11.85261  0.82029  -2.84890
H  11.59363  2.31912  -3.78283
H  10.42111  4.33605  -1.86285
H  9.20090  3.40908  -2.74407
H  9.70187  2.79471  0.09992
H  7.51830  2.52418  -1.60813
H  7.52663  2.32194  0.19242
H  8.51460  1.20831  -0.89379
H  9.37419  4.97710  0.15948
H  8.10468  4.94573  -0.88702
C  -0.34193  8.72265  9.44417
O  -0.59680  9.05012  8.13755
C  -1.14241  8.00543  7.27245
C  -1.12551  8.37172  5.69544
C  -2.14190  9.52875  5.48164
N  -1.66232  7.25200  5.01771
H  -1.31979  8.64782  9.91987
H  0.24298  9.40276  10.06338
H  0.08779  7.72241  9.49856
H  -0.42970  7.19568  7.42885
H  -2.16779  7.68478  7.45647
H  -0.11352  8.53319  5.32408
H  -3.08404  9.12316  5.85038
H  -2.13754  9.81754  4.43060
H  -1.92920  10.38257  6.12495
H  -1.88693  7.53907  4.07578
H  -1.19098  6.35882  5.03017
C  0.53309  -10.30537  -1.27353
O  0.98603  -9.01585  -0.84566
C  0.00754  -7.99921  -1.01524
C  0.53008  -6.74266  -0.34408
C  0.44844  -6.69224  1.19434
N  -0.17666  -5.60033  -0.76799
H  -0.04185  -10.76014  -0.46685
H  1.41748  -10.89791  -1.50773
H  -0.03782  -10.29579  -2.20200
H  -0.09582  -7.73456  -2.06756
H  -1.00188  -8.25583  -0.69381
H  1.56530  -6.49531  -0.57910
H  1.26296  -7.29446  1.59683
H  -0.41662  -7.16516  1.65923
H  0.69048  -5.68934  1.54606
H  0.43969  -5.20341  -1.46274
H  -0.95143  -5.93360  -1.32365
C  2.57460  -1.74165  -10.89171
O  3.09792  -2.48725  -9.83111
C  2.92567  -1.87973  -8.58545
C  4.10706  -2.34921  -7.62611
C  3.81292  -2.56065  -6.18670
N  5.19643  -1.43520  -7.69444
H  1.51643  -1.74161  -10.63022
H  2.65774  -2.24073  -11.85718
H  3.07168  -0.77300  -10.94386
H  2.95353  -0.79849  -8.72050
H  1.88273  -1.93575  -8.27363
H  4.51291  -3.29108  -7.99526
H  2.89989  -3.11679  -5.97415
H  3.56881  -1.57676  -5.78611
H  4.68731  -2.91681  -5.64199
H  5.31959  -1.15446  -8.65679
H  6.06422  -1.89004  -7.44920
C  5.06493  6.14438  -3.70483
O  5.20778  6.54467  -2.36143
C  4.34132  7.65780  -1.93350
C  3.32376  6.96264  -0.94031
C  2.17062  7.87562  -0.57034
N  3.84901  6.59158  0.37838
H  5.78586  5.39090  -4.02203
H  5.18554  6.95970  -4.41815
H  4.16271  5.61767  -4.01573
H  4.96921  8.42362  -1.47812
H  3.70194  8.11565  -2.68828
H  3.01668  6.09535  -1.52479
H  2.32074  8.72092  0.10126
H  1.39932  7.27426  -0.08915
H  1.57348  8.27703  -1.38911
H  4.68430  6.02948  0.29834
H  4.13646  7.35016  0.98008
C  -6.17690  -0.79802  -5.45563
O  -5.16446  -0.94154  -4.49701
C  -5.50209  -1.75942  -3.29748
C  -5.71450  -3.20630  -3.50285
N  -4.55264  -3.92792  -4.05465
C  -4.81543  -5.28536  -4.29898
C  -5.89874  -5.61033  -5.31284
O  -7.21010  -5.77389  -4.79558
C  -7.37351  -6.66551  -3.69581
H  -5.51084  -0.24187  -6.11530
H  -6.94601  -0.13303  -5.06276
H  -6.57394  -1.71734  -5.88611
H  -6.34735  -1.27327  -2.81034
H  -4.63101  -1.79818  -2.64339
H  -6.51214  -3.28720  -4.24131
H  -6.09478  -3.65523  -2.58527
H  -4.26154  -3.34616  -4.82725
H  -5.03547  -5.61523  -3.28366
H  -3.92871  -5.88392  -4.50765
H  -5.55639  -6.50271  -5.83683
H  -5.96193  -4.74163  -5.96817
H  -8.43336  -6.91900  -3.71921
H  -7.19205  -6.11565  -2.77233
H  -6.84026  -7.61233  -3.78114
C  8.01735  -4.47601  3.38864
C  6.72487  -4.19911  4.17114
C  5.95489  -2.88431  3.93005
O  5.77180  -5.18116  3.81111
H  8.20745  -5.54027  3.52761
H  8.77274  -3.80308  3.79442
H  7.83488  -4.41504  2.31576
H  6.90991  -4.21018  5.24526
H  4.88647  -3.09909  3.90923
H  6.15408  -2.51909  2.92256
H  6.28919  -2.05506  4.55350
H  6.18118  -6.03637  3.66070
C  -0.17851  2.12974  -0.37384
C  0.07628  0.64074  -0.68570
C  1.53002  0.29731  -0.74836
O  -0.46609  -0.09487  0.31904
H  0.33683  2.64884  0.43428
H  -1.23844  2.33141  -0.21897
H  0.05594  2.64487  -1.30539
H  -0.44807  0.29143  -1.57517
H  1.89066  0.80772  -1.64140
H  1.76659  -0.76146  -0.85398
H  2.13168  0.74718  0.04140
H  -0.43340  -0.99671  -0.00840

***

# 2
10 unconnected molecules or ions with the total composition C40H110N10O10 in a non-equilibrium geometry, computed with the ωB97M-V functional and the def2-TZVPD basis.

The value obtained for the HOMO-LUMO gap is 8.6068 eV. The structure (SMILES) is COC[C@H](C)N.COC[C@H](C)N.COC[C@H](C)N.COC[C@H](C)N.COC[C@H](C)N.COC[C@H](C)N.COC[C@H](C)N.COC[C@H](C)N.COC[C@H](C)N.COC[C@H](C)N. The value obtained for the HOMO energy is -8.2902 eV. The calculation puts the LUMO energy at 0.317 eV. The value obtained for the largest force on an atom is 3.277 eV/A. As for the total charge: 0. As for the energy above the lowest of the compared OMol25 structures with the same formula, charge and spin: 358.4 kJ/mol.

Cartesian coordinates (Å):
C  0.49140  6.33540  -0.26835
O  0.10852  6.32334  -1.66636
C  1.22801  6.36203  -2.47127
C  0.87574  6.88463  -3.82652
C  2.12509  7.01047  -4.67274
N  0.23627  8.18269  -3.70416
H  1.31845  5.63238  -0.00012
H  -0.34743  6.16814  0.43572
H  0.75363  7.35243  -0.07286
H  1.95742  7.06303  -1.98869
H  1.71180  5.39890  -2.55843
H  0.31654  6.04121  -4.21557
H  2.88332  7.75978  -4.31932
H  1.90907  7.22943  -5.75565
H  2.57400  6.01090  -4.61850
H  0.07960  8.41985  -4.67905
H  -0.66783  8.06954  -3.26402
C  -2.38555  -5.26148  7.98289
O  -1.83196  -4.52982  6.90427
C  -2.74148  -3.45927  6.46662
C  -2.20049  -2.84199  5.29084
C  -3.21986  -1.87525  4.78594
N  -2.01029  -3.91726  4.23736
H  -1.66189  -6.04926  8.17048
H  -3.30108  -5.72996  7.69670
H  -2.62415  -4.69401  8.85734
H  -3.69484  -3.98555  6.25989
H  -2.93480  -2.68124  7.20593
H  -1.17912  -2.33298  5.49170
H  -3.29791  -0.93456  5.36605
H  -4.17523  -2.41607  4.78621
H  -3.00875  -1.70112  3.73051
H  -1.19764  -3.62462  3.72665
H  -1.74780  -4.74789  4.82423
C  6.23078  -0.13537  -0.77432
O  6.06593  -0.86201  -1.95833
C  4.98503  -0.44821  -2.73706
C  4.85033  -1.26935  -4.01287
C  5.98899  -1.17701  -5.01631
N  3.54729  -0.83998  -4.58442
H  5.29611  -0.17003  -0.10113
H  6.50433  0.94245  -1.02937
H  7.02971  -0.69009  -0.23619
H  4.10641  -0.52666  -2.11802
H  5.13420  0.58383  -3.16157
H  4.79745  -2.30920  -3.81611
H  6.81796  -1.82582  -4.76542
H  6.42840  -0.13228  -5.09840
H  5.62715  -1.17920  -6.09790
H  3.68781  0.06053  -5.09820
H  3.45348  -1.50560  -5.32651
C  4.60150  -3.68101  0.44468
O  3.25111  -3.31651  0.20123
C  2.70408  -3.67916  -1.10608
C  2.78201  -5.20965  -1.19990
C  2.05661  -5.61340  -2.52312
N  2.08103  -5.88411  -0.13091
H  5.31946  -3.22262  -0.29877
H  4.77690  -4.78555  0.45642
H  4.91968  -3.25856  1.33675
H  1.62803  -3.39401  -1.05249
H  3.19885  -3.14089  -1.93303
H  3.84607  -5.50372  -1.32796
H  1.07221  -5.27814  -2.50204
H  1.93100  -6.69542  -2.46355
H  2.57679  -5.44483  -3.44204
H  2.73319  -5.99863  0.61383
H  1.75834  -6.79872  -0.43630
C  -3.52651  4.37574  1.93322
O  -3.88274  3.29926  1.06443
C  -4.33309  3.90940  -0.15580
C  -4.67020  2.90791  -1.27647
C  -5.45097  3.62289  -2.37944
N  -5.39384  1.69262  -0.88333
H  -3.03662  4.00115  2.86869
H  -4.46060  4.87848  2.08991
H  -2.66889  4.92703  1.55362
H  -5.25829  4.43293  0.04180
H  -3.66918  4.70441  -0.58628
H  -3.66912  2.54199  -1.65625
H  -6.19379  4.28940  -1.90138
H  -5.99481  2.81123  -2.94031
H  -4.74335  4.13068  -3.05539
H  -5.11930  1.35040  0.04054
H  -6.38537  1.94549  -0.74020
C  -2.77751  -3.65226  -2.79879
O  -2.87974  -4.81569  -1.98802
C  -2.04096  -4.82050  -0.84839
C  -2.46030  -5.95970  0.08999
C  -3.88473  -5.77959  0.51511
N  -1.55389  -6.10227  1.29536
H  -1.71400  -3.42095  -3.04200
H  -3.30684  -2.79821  -2.30201
H  -3.41825  -3.84727  -3.69765
H  -0.97963  -4.86954  -1.11943
H  -2.20370  -3.87871  -0.33450
H  -2.46405  -6.93350  -0.43491
H  -3.99033  -4.78998  0.91632
H  -4.26396  -6.58157  1.07979
H  -4.42093  -5.79997  -0.45336
H  -0.72135  -5.56321  1.32403
H  -2.01829  -5.95694  2.16396
C  -0.68320  0.91803  5.15261
O  -0.02999  1.88982  4.38792
C  -0.78119  2.27887  3.22092
C  -0.08163  3.32110  2.36112
C  1.43830  3.05704  2.06867
N  -0.28129  4.65759  3.06020
H  -0.02325  0.62542  5.97348
H  -0.99556  0.08024  4.53546
H  -1.55965  1.42315  5.65663
H  -0.89110  1.37246  2.58894
H  -1.71089  2.74636  3.53298
H  -0.61371  3.32338  1.40495
H  1.97258  4.00974  1.81786
H  1.59537  2.50253  1.15303
H  1.96878  2.57011  2.87748
H  0.52631  5.24128  2.71282
H  0.14791  4.47892  3.96827
C  -2.07714  2.65187  -6.96912
O  -1.76947  3.49575  -5.88739
C  -1.53816  2.82746  -4.70995
C  -0.80203  3.71248  -3.73889
C  -0.31507  2.99260  -2.55991
N  -1.75967  4.75543  -3.33088
H  -2.48236  3.22611  -7.81903
H  -2.86528  1.92374  -6.72710
H  -1.18241  2.26627  -7.48125
H  -2.53037  2.55491  -4.28346
H  -1.01695  1.87914  -4.95356
H  0.10644  4.06152  -4.35669
H  0.20425  3.67221  -1.91772
H  0.30844  2.11765  -2.85826
H  -1.17995  2.63644  -2.00698
H  -1.98063  5.32835  -4.11112
H  -1.33124  5.34828  -2.64770
C  4.50309  0.12691  3.06369
O  3.65845  -0.81690  3.75825
C  2.69288  -1.26127  2.87054
C  1.75531  -2.24765  3.59068
C  2.53733  -3.40993  4.07300
N  0.65572  -2.66492  2.70677
H  5.15673  0.54444  3.86165
H  3.88861  0.94112  2.67813
H  5.04548  -0.32017  2.21935
H  2.05535  -0.43832  2.57446
H  3.16515  -1.78119  1.99284
H  1.40029  -1.69769  4.48451
H  3.12787  -3.96012  3.35846
H  1.84491  -4.08588  4.58151
H  3.23235  -3.03391  4.88167
H  1.01847  -2.98316  1.80724
H  0.07802  -1.84803  2.54256
C  -2.89135  0.08740  1.50861
O  -1.73076  -0.56326  1.09858
C  -1.60945  -0.77770  -0.26155
C  -0.20881  -1.16478  -0.65853
C  0.76256  -0.08930  -0.20949
N  -0.16237  -1.41951  -2.07376
H  -2.96251  1.10134  1.04930
H  -2.81285  0.25667  2.58374
H  -3.83438  -0.49447  1.39576
H  -2.31672  -1.57335  -0.65922
H  -1.89418  0.19366  -0.78031
H  0.02739  -2.08176  -0.15143
H  0.75584  -0.02842  0.90037
H  0.59253  0.85583  -0.77323
H  1.69225  -0.53139  -0.47136
H  0.84117  -1.48043  -2.33060
H  -0.42437  -0.62416  -2.55171

***

> What is the HOMO-LUMO gap in the second record?

8.6068 eV

***

> The highest HOMO-LUMO gap belongs to which entry?

C40H108N8O11

***

> What is the total charge in the first record?

0